No. 1
A structure of composition C30H33FN7O3SSc in a non-equilibrium geometry. Source: the Open Molecules 2025 dataset; level of theory: the ωB97M-V functional and the def2-TZVPD basis.

Summary:
HOMO = -12.127 eV
Strongest force on any atom = 1.1 eV Å⁻¹
E = -82464.404 eV
Charge = +2

The geometry in XYZ format:
```
76
Properties=species:S:1:pos:R:3:forces:R:3:mulliken_charge:R:1
Sc 0.1842 0.8008 2.7024 -0.90 0.55 0.06 0.002
C -0.9931 3.4151 2.6024 0.01 0.10 0.00 -0.537
C -0.6464 3.2829 1.2645 0.04 0.09 0.03 -0.321
C 0.6977 3.2822 0.8901 -0.04 -0.03 -0.05 -0.092
C 1.6895 3.3907 1.8479 0.07 -0.01 0.04 -0.654
C 1.3487 3.5048 3.1955 -0.04 0.05 0.03 -0.170
C 0.0099 3.5269 3.5714 0.01 0.08 -0.03 -0.473
H -2.0314 3.4768 2.8936 -0.03 -0.12 0.03 0.433
H -1.4217 3.2150 0.5147 -0.01 -0.08 -0.01 0.394
H 0.9657 3.1827 -0.1533 -0.01 0.00 0.00 0.413
H 2.7317 3.3703 1.5578 -0.01 0.00 0.01 0.364
H 2.1246 3.6231 3.9403 0.00 -0.08 0.01 0.463
H -0.2613 3.6850 4.6058 -0.02 -0.10 0.03 0.403
C -1.6213 0.8626 6.9506 0.04 0.03 0.04 -1.838
C -0.7499 0.7858 5.7426 0.13 0.02 0.13 0.206
N -1.1604 0.9323 4.5373 -0.24 0.03 0.19 1.298
N -2.4957 1.2550 4.3920 0.18 0.05 0.02 -1.517
C -3.0114 0.7507 3.3095 -0.32 -0.23 0.08 0.637
N -4.3098 1.0567 3.0668 0.05 -0.03 -0.15 -0.457
S -2.1917 -0.2796 2.1719 0.41 0.28 0.18 -0.408
C 0.6963 0.5196 5.8936 -0.10 -0.04 0.05 0.898
C 1.2999 0.4668 7.1333 0.06 -0.03 0.18 -0.681
C 2.6613 0.2012 7.2081 0.01 0.00 0.06 -0.553
C 3.3664 -0.0029 6.0392 0.00 -0.01 0.03 -0.858
C 2.6893 0.0804 4.8317 0.07 -0.03 0.02 -0.076
N 1.3842 0.3351 4.7559 -0.15 0.13 -0.30 0.177
H -2.6645 0.8597 6.6628 -0.05 0.00 -0.01 0.423
H -1.4191 1.7810 7.5103 0.00 -0.04 -0.03 0.348
H -1.4186 0.0201 7.6136 -0.02 0.03 -0.02 0.449
H -4.8325 1.4932 3.8090 0.01 -0.01 0.02 0.250
H -4.8133 0.4970 2.4025 -0.01 0.03 -0.01 0.214
H 0.7176 0.6293 8.0290 0.05 0.00 -0.02 0.423
H 3.1566 0.1560 8.1694 -0.01 0.00 -0.01 0.441
H 4.4259 -0.2165 6.0448 -0.02 0.00 0.00 0.486
H 3.2082 -0.0460 3.8924 0.00 0.01 0.04 0.330
C 3.7838 -1.2230 -4.1215 -0.05 0.03 0.03 -0.948
C 3.2930 -2.1811 -3.0491 -0.05 0.06 0.01 -1.019
N 2.3742 -1.5312 -2.0912 0.06 0.03 -0.06 0.246
C 2.8766 -1.0570 -0.9431 -0.01 -0.13 -0.11 -0.130
C 2.1450 -0.4047 0.0093 -0.06 -0.03 -0.07 -0.357
C 2.8319 0.0363 1.2541 -0.18 0.12 0.15 0.167
O 4.0347 -0.0204 1.3643 0.06 0.01 0.05 -0.678
O 2.0193 0.4667 2.1876 0.97 -0.49 -0.31 -0.121
C 0.7660 -0.1718 -0.2068 0.02 0.06 -0.01 1.895
O 0.0154 0.4503 0.5873 -0.08 -0.21 -0.25 -0.254
C 0.2143 -0.6886 -1.4469 0.00 -0.01 -0.06 0.590
C -1.1524 -0.5421 -1.7106 -0.07 0.07 0.14 -0.936
C -1.6755 -1.0294 -2.8668 -0.04 0.04 -0.02 0.511
F -2.9904 -0.8357 -3.1236 0.00 0.03 0.04 -0.361
C -0.8971 -1.7017 -3.8243 0.07 -0.14 -0.03 -0.482
C 0.4539 -1.8434 -3.5578 0.06 -0.11 -0.08 -1.036
C 1.0250 -1.3493 -2.3784 0.09 0.01 -0.03 -0.111
N -1.4351 -2.2537 -4.9999 -0.09 0.18 -0.14 0.130
C -0.8453 -1.9542 -6.2921 -0.10 -0.07 0.08 -0.680
C -1.6417 -0.8837 -7.0296 -0.08 -0.03 0.04 -0.793
N -3.0704 -1.3531 -7.1694 0.06 -0.01 0.07 -0.124
C -3.6936 -1.6626 -5.8266 0.02 0.04 -0.05 -0.608
C -2.8174 -2.6843 -5.1182 0.14 -0.04 -0.02 -0.948
H 4.4695 -1.7378 -4.7940 -0.02 0.00 0.01 0.397
H 4.3151 -0.3839 -3.6716 0.00 -0.01 -0.02 0.335
H 2.9559 -0.8247 -4.7113 0.03 0.00 0.01 0.275
H 4.1230 -2.5700 -2.4658 0.04 0.01 0.03 0.458
H 2.7896 -3.0437 -3.4773 -0.02 -0.07 0.02 0.442
H 3.9340 -1.2180 -0.7669 -0.01 0.01 -0.01 0.556
H -1.7829 -0.0378 -0.9859 0.03 -0.02 -0.02 0.647
H 1.0550 -2.3974 -4.2644 -0.02 0.02 0.01 0.602
H -0.8187 -2.8676 -6.8972 0.04 -0.01 -0.02 0.345
H 0.1786 -1.6065 -6.1900 0.03 0.01 0.06 0.408
H -1.2508 -0.6860 -8.0256 -0.02 -0.02 -0.03 0.442
H -1.6732 0.0425 -6.4590 -0.02 0.05 0.00 0.345
H -3.0877 -2.1971 -7.7465 0.00 -0.03 -0.03 0.376
H -3.6259 -0.6556 -7.6647 -0.02 0.05 0.01 0.351
H -4.7008 -2.0357 -6.0021 0.00 -0.02 -0.04 0.359
H -3.7406 -0.7262 -5.2776 -0.01 0.03 -0.02 0.436
H -2.8250 -3.6158 -5.6973 -0.01 -0.04 0.02 0.397
H -3.2451 -2.9148 -4.1488 0.01 0.01 0.05 0.458
```
Positions in Å, forces in eV/Å.

No. 2
The molecule C4H2N2O in a non-equilibrium geometry. Source: the Open Molecules 2025 dataset; level of theory: the ωB97M-V functional and the def2-TZVPD basis.

Summary:
HOMO = -11.073 eV
Strongest force on any atom = 1.1 eV Å⁻¹
SMILES string = N#CC#CC(N)=O
E = -9205.802 eV
Charge = 0
Energy relative to the best compared isomer or geometry (same formula, charge and spin) = 21.6 kcal/mol

The geometry in XYZ format:
```
9
Properties=species:S:1:pos:R:3:forces:R:3:mulliken_charge:R:1
N 0.0178 -3.5760 -1.1926 -0.39 0.63 0.75 -0.368
C -0.2030 -2.7057 -0.4596 0.21 -0.75 -0.65 -0.031
C -0.3007 -1.5655 0.3152 0.24 0.58 0.12 0.192
C -0.1310 -0.4738 0.7989 -0.05 -0.62 -0.29 0.397
C 0.3942 0.8693 1.1087 -0.02 0.19 0.19 0.273
N 1.2921 1.2171 0.1474 0.06 0.15 0.03 -0.355
O 0.0867 1.5386 2.0685 0.08 -0.28 -0.37 -0.547
H 1.5117 0.5955 -0.6156 -0.06 0.13 0.18 0.214
H 1.7823 2.0938 0.2282 -0.08 -0.04 0.04 0.225
```
Positions in Å, forces in eV/Å.

No. 3
A structure of composition C2H3N5O in a non-equilibrium geometry. Source: the Open Molecules 2025 dataset; level of theory: the ωB97M-V functional and the def2-TZVPD basis.

Summary:
HOMO = -9.587 eV
Strongest force on any atom = 10.2 eV Å⁻¹
E = -11615.084 eV
Charge = 0
Energy relative to the best compared isomer or geometry (same formula, charge and spin) = 132.5 kcal/mol

The geometry in XYZ format:
```
11
Properties=species:S:1:pos:R:3:forces:R:3:mulliken_charge:R:1
C 0.6137 -1.1093 -0.6336 -0.50 2.44 3.81 0.315
C -1.0140 1.2864 1.0830 -4.83 4.14 1.95 0.198
H 1.0800 -1.2375 -2.5606 -0.87 -3.10 4.02 0.271
H -0.8589 1.5216 2.2302 -0.30 -0.60 -2.19 0.307
H -0.1645 0.8572 -1.1607 -0.02 0.88 -3.21 0.227
N 0.9974 -1.9260 -1.4120 2.62 -0.41 -9.80 -0.487
N 0.9677 -1.3791 0.7371 -2.52 2.85 0.82 -0.231
N 0.5091 -0.3957 1.3779 1.38 -0.59 1.93 -0.318
N -0.0761 0.5653 0.5589 3.47 -2.57 5.75 0.646
N -0.1160 0.0733 -0.6001 -0.50 -2.25 -4.73 -0.371
O -1.9384 1.7438 0.3799 2.06 -0.78 1.64 -0.558
```
Positions in Å, forces in eV/Å.

No. 4
A structure of composition CuH14O7 in a non-equilibrium geometry. Source: the Open Molecules 2025 dataset; level of theory: the ωB97M-V functional and the def2-TZVPD basis.

Summary:
Spin multiplicity = 2
HOMO (alpha / beta) = -19.220 / -19.137 eV
Strongest force on any atom = 1.8 eV Å⁻¹
E = -59181.837 eV
Charge = +2
Energy relative to the best compared isomer or geometry (same formula, charge and spin) = 44.8 kcal/mol

The geometry in XYZ format:
```
22
Properties=species:S:1:pos:R:3:forces:R:3:mulliken_charge:R:1
Cu -0.3887 -0.0838 0.0948 -0.21 0.09 0.12 1.125
O 1.6658 -0.4053 -1.4711 -0.60 0.30 0.25 -0.592
H 1.3545 -1.1895 -1.9232 -0.04 -0.39 -0.29 0.340
H 2.6137 -0.4121 -1.6040 0.59 0.13 -0.27 0.297
O -1.0324 0.0894 -2.1834 0.59 -0.12 1.01 -0.485
H -0.3381 0.4488 -2.7356 0.49 0.10 -0.39 0.324
H -1.8381 0.4710 -2.5319 -0.58 0.02 -0.06 0.315
O -2.6376 -0.5288 0.0716 1.21 0.39 0.25 -0.505
H -3.1096 -1.0930 -0.5410 -0.04 -0.55 -0.30 0.317
H -3.2415 0.1928 0.2473 -0.32 0.35 0.37 0.323
O -0.2389 0.3637 2.7572 -0.92 -0.53 -1.03 -0.608
H 0.5849 0.4429 2.2761 0.57 0.31 0.42 0.454
H -0.4917 1.2664 2.9504 -0.28 0.30 0.49 0.339
O -0.1399 2.1987 -0.0072 -0.13 -1.77 -0.18 -0.496
H -0.1514 2.7923 0.7437 0.14 0.20 0.64 0.294
H -0.6633 2.6442 -0.6733 -0.25 0.21 -0.53 0.326
O 0.3032 -2.3126 0.4062 -0.68 1.54 0.01 -0.517
H 0.5810 -3.0259 -0.1683 -0.14 -0.36 -0.53 0.319
H 0.9083 -2.3514 1.1469 0.11 -0.09 0.56 0.334
O 1.8212 0.3997 1.2114 -0.40 -0.09 -0.47 -0.560
H 2.3724 -0.2514 1.6456 0.49 -0.27 0.45 0.314
H 2.0661 0.3439 0.2878 0.39 0.23 -0.51 0.341
```
Positions in Å, forces in eV/Å.

No. 5
The ion C2H6INOP with charge +1 in a non-equilibrium geometry. Source: the Open Molecules 2025 dataset; level of theory: the ωB97M-V functional and the def2-TZVPD basis.

Summary:
HOMO = -13.270 eV
Strongest force on any atom = 3.2 eV Å⁻¹
SMILES string = [NH3+]CC(=O)PI
E = -23090.491 eV
Charge = +1
Energy relative to the best compared isomer or geometry (same formula, charge and spin) = 5.4 kcal/mol

The geometry in XYZ format:
```
12
Properties=species:S:1:pos:R:3:forces:R:3:mulliken_charge:R:1
N -0.8641 1.2937 0.0967 2.45 -1.43 -0.06 -0.233
C -0.8261 -0.0749 -0.5594 -2.92 -0.75 -0.99 -0.389
C 0.1379 -0.9475 0.2675 0.13 -0.70 -0.06 0.264
O -0.0290 -1.0221 1.4523 -0.33 0.24 0.03 -0.445
P 1.6637 -1.8001 -0.5676 0.23 0.88 2.08 -0.049
I 2.8418 0.3887 -0.1596 -0.23 -0.10 -0.50 0.065
H -1.4384 1.2627 0.9148 -0.74 0.07 0.63 0.372
H -1.1422 1.9815 -0.5616 -0.43 1.12 -0.55 0.331
H 0.1053 1.4624 0.4409 -0.43 0.44 -0.35 0.258
H -0.5719 -0.0772 -1.6659 -0.15 0.65 1.47 0.325
H -1.9960 -0.3720 -0.4785 2.96 -0.11 -0.23 0.333
H 2.1190 -2.0951 0.8205 -0.55 -0.31 -1.47 0.166
```
Positions in Å, forces in eV/Å.

No. 6
A cluster of 2 separate species, C3H7ClN2O in total in a non-equilibrium geometry. Source: the Open Molecules 2025 dataset; level of theory: the ωB97M-V functional and the def2-TZVPD basis.

Summary:
HOMO (alpha / beta) = -8.639 / -8.639 eV
Strongest force on any atom = 2.3 eV Å⁻¹
E = -20768.093 eV
Charge = 0
Energy relative to the best compared isomer or geometry (same formula, charge and spin) = 140.5 kcal/mol

The geometry in XYZ format:
```
14
Properties=species:S:1:pos:R:3:forces:R:3:mulliken_charge:R:1
C 0.3760 1.3802 -0.6567 0.49 1.30 -1.68 -1.059
C -0.6124 1.1191 0.1955 0.22 1.23 -0.13 0.213
C -1.7809 0.2522 -0.2593 -0.92 0.08 1.88 -0.332
N 1.1596 -2.1960 0.5174 -0.69 -1.85 -1.15 -0.507
N 2.2366 -0.1227 0.3081 0.88 1.65 0.36 0.009
O 2.2606 -1.1619 -0.1587 -0.43 -0.92 0.33 -0.007
Cl -3.3932 1.1967 -0.0363 1.04 -0.58 -0.03 -0.242
H 1.2129 2.0909 -0.5131 -0.69 -0.51 0.75 0.333
H 0.3827 1.1547 -1.7438 -0.37 -0.72 0.84 0.258
H -1.9088 -0.6857 0.3565 0.14 1.13 -0.63 0.245
H -1.8064 -0.0097 -1.3088 0.51 0.11 -0.07 0.325
H 0.7753 -1.7618 1.3303 0.16 1.03 0.75 0.262
H 1.6535 -3.0266 0.8247 0.33 -0.10 -0.11 0.236
H -0.5555 1.7705 1.1442 -0.66 -1.84 -1.13 0.267
```
Positions in Å, forces in eV/Å.

- Which of these has the highest strongest force on any atom?
  C2H3N5O

- charge of number 4 (CuH14O7)?
  +2